# 1
Formula: C5H8O2
Source: the Open Molecules 2025 dataset
Level of theory: ωB97M-V with the def2-TZVPD basis set

Geometry as XYZ:
```
15
Properties=species:S:1:pos:R:3:forces:R:3
C -2.557523 0.256769 -0.082068 -0.840 1.726 2.764
C -1.095919 0.852184 0.124203 -0.727 -3.027 -2.399
C 0.107758 0.273075 -0.049435 0.196 0.405 1.287
C 1.389902 1.161928 0.042181 -4.947 -0.432 0.588
C 0.225396 -1.212360 -0.143850 -1.276 -1.850 1.015
O -3.393307 1.139390 0.106141 0.515 -1.536 -0.991
O -2.965580 -1.075009 -0.089024 0.301 0.920 0.025
H -1.217879 1.882482 -0.013356 -0.061 1.448 0.539
H 1.032716 2.161043 0.232724 0.550 0.418 -0.082
H 1.869513 1.000295 -0.821823 1.683 0.215 -3.746
H 2.075908 0.807052 0.702058 1.588 -0.896 2.701
H 0.326754 -1.730950 0.892996 0.037 1.052 -1.630
H 0.983384 -1.619665 -0.790768 0.831 0.333 -0.074
H -0.699215 -1.661499 -0.587811 0.522 0.530 0.583
H -3.937546 -1.134110 0.163020 1.626 0.693 -0.580
```
Forces are in eV/Å.

SMILES string ... CC(C)=CC(=O)O
Net charge ... 0
Gap between HOMO and LUMO ... 10.46 eV

In the natural (NBO) picture, each atom carries the following charge in e:
1 C 0.755
2 C -0.325
3 C 0.108
4 C -0.625
5 C -0.680
6 O -0.600
7 O -0.712
8 H 0.222
9 H 0.219
10 H 0.215
11 H 0.217
12 H 0.234
13 H 0.223
14 H 0.241
15 H 0.508

# 2
Formula: C40H90BrN5
Source: the Open Molecules 2025 dataset
Level of theory: ωB97M-V with the def2-TZVPD basis set

Geometry as XYZ:
```
136
Properties=species:S:1:pos:R:3:forces:R:3
Br -0.096480 -0.063720 0.285824 0.052 -0.017 -0.070
C -6.244032 -0.805091 5.202918 -0.483 0.427 0.500
C -5.065292 -0.679022 4.288481 0.530 -0.876 0.044
C -5.640545 -0.884739 2.930938 1.131 -0.770 -1.754
N -4.675812 -0.557510 1.810368 0.920 0.803 2.031
C -3.415576 -1.369946 1.990884 -0.972 0.285 -0.364
C -4.286807 0.893373 1.842941 0.180 0.660 -1.873
C -3.969547 1.231674 0.332443 -0.906 -0.031 0.506
C -4.456249 -0.029739 -0.456616 1.896 1.049 0.064
C -5.300630 -0.767543 0.535109 -0.275 -1.084 -2.192
H -6.928577 0.017212 5.009430 -0.285 -0.034 0.096
H -5.949384 -0.738179 6.237906 -0.031 -0.184 0.358
H -6.756233 -1.755868 5.005230 0.045 0.256 0.269
H -4.395939 -1.532501 4.511599 -0.035 0.535 -0.090
H -4.481482 0.250758 4.355186 -0.417 -0.142 0.247
H -6.513198 -0.334037 2.652269 -0.696 0.559 0.442
H -5.834032 -1.930677 2.705396 -0.435 -0.235 0.520
H -3.011321 -1.057360 2.950094 0.228 -0.346 -0.171
H -2.745682 -1.146736 1.169692 0.306 0.078 0.039
H -3.741432 -2.407022 1.960062 0.277 -0.147 0.214
H -3.431796 1.057702 2.470794 0.312 -0.176 0.339
H -5.103849 1.495148 2.214640 -0.352 -0.083 0.098
H -2.920341 1.525037 0.208689 -0.219 -0.425 -0.161
H -4.604468 2.046313 -0.023675 0.205 0.219 0.431
H -3.554397 -0.590342 -0.721039 -0.268 -0.217 -0.229
H -4.963971 0.285411 -1.359107 -0.229 -0.295 -0.089
H -5.326253 -1.833031 0.289947 -0.178 0.027 0.287
H -6.311106 -0.390627 0.487945 -0.345 0.162 0.533
C -1.305115 -1.514444 -3.564314 -0.383 -1.659 0.940
C -1.119751 -0.323714 -4.432150 0.404 0.838 -0.166
C -0.726257 0.787840 -3.465695 -0.299 -0.599 -0.667
N -0.641125 2.150130 -4.033422 0.113 1.019 -0.073
C -0.222059 3.039288 -2.891834 -0.119 -0.362 -0.486
C -2.013061 2.600176 -4.577409 0.143 -0.043 -0.460
C -1.869564 2.692689 -6.144386 -1.626 -0.181 2.013
C -0.613458 1.920108 -6.432315 0.149 0.554 -0.388
C 0.291736 2.191662 -5.238891 0.065 -0.229 0.076
H -0.482223 -1.738171 -2.873924 0.336 0.283 -0.379
H -1.538774 -2.448117 -4.063502 0.128 -0.005 -0.518
H -2.121171 -1.400369 -2.866998 -0.568 0.397 0.166
H -2.010798 -0.044647 -5.006088 -0.006 -0.347 0.234
H -0.323738 -0.471521 -5.162200 0.031 -0.204 0.038
H 0.245366 0.533178 -3.048033 -0.076 0.185 0.295
H -1.481580 0.843477 -2.692472 0.091 -0.042 0.481
H -1.049409 3.105893 -2.195244 -0.156 -0.038 0.057
H -0.001330 4.015322 -3.289143 0.216 0.346 -0.024
H 0.614041 2.577191 -2.372458 0.173 0.140 -0.143
H -2.344657 3.537059 -4.124341 0.435 -0.064 0.025
H -2.671143 1.819442 -4.206094 -0.360 0.093 -0.400
H -1.915880 3.731679 -6.456049 0.610 0.112 -0.014
H -2.788380 2.271188 -6.546612 0.165 -0.302 -0.323
H -0.210507 2.317487 -7.348101 0.585 -0.164 -0.350
H -0.817392 0.861547 -6.554939 0.102 0.122 -0.142
H 0.755252 3.176131 -5.256335 -0.133 0.077 -0.139
H 1.084660 1.443166 -5.132129 -0.177 0.125 0.213
C 0.708166 2.328336 5.803511 0.072 0.147 -0.639
C 0.568931 2.314366 4.262879 0.247 -0.023 0.448
C 0.919345 3.735238 3.777364 0.546 -0.955 -0.271
N 0.915850 3.903572 2.295514 -0.650 -0.308 -0.935
C -0.424484 3.485502 1.713328 0.882 -0.243 0.533
C 2.001612 3.003860 1.583058 -1.139 0.907 0.992
C 2.240911 3.828739 0.342561 0.773 -1.483 -0.307
C 2.309733 5.244385 0.821913 -0.055 1.009 0.409
C 1.181511 5.364791 1.881376 1.541 -0.561 -0.250
H -0.026564 2.944713 6.315837 -0.212 -0.027 -0.161
H 1.672616 2.746851 6.038180 0.456 0.164 0.244
H 0.700946 1.338763 6.225348 -0.200 -0.417 0.101
H -0.408162 1.945863 3.943916 -0.179 0.428 0.182
H 1.254665 1.557825 3.844780 0.100 0.442 0.107
H 1.967230 3.934691 4.038299 -0.386 0.205 0.364
H 0.258047 4.487219 4.187325 -0.093 0.128 0.225
H -1.191404 4.141511 2.077876 -0.310 0.374 0.266
H -0.606088 2.458002 2.022788 -0.060 0.098 -0.332
H -0.351270 3.561005 0.640871 -0.097 -0.068 -0.260
H 1.539522 2.030165 1.450300 -0.049 -0.092 -0.301
H 2.855091 2.869936 2.253635 -0.048 0.477 -0.066
H 1.456479 3.541758 -0.364614 0.080 0.597 -0.143
H 3.191872 3.521825 -0.079096 0.138 -0.032 -0.351
H 2.268024 6.015243 0.044855 -0.302 -0.257 0.089
H 3.282897 5.419543 1.312188 -0.355 -0.222 -0.096
H 0.296156 5.851338 1.501779 -0.388 -0.210 0.044
H 1.567257 5.910521 2.735496 -0.266 -0.014 0.229
C 4.741900 -0.037072 1.077733 1.182 0.142 2.013
C 4.291247 0.258974 -0.285055 -0.454 -0.413 -1.161
C 4.629929 -0.977502 -1.091220 -0.062 0.003 -0.274
N 4.147591 -0.905653 -2.484760 1.564 0.450 -1.552
C 2.688302 -0.823498 -2.478580 -0.666 -0.063 -0.516
C 4.696751 -2.129005 -3.219407 0.098 -0.310 -1.014
C 4.833864 -1.685672 -4.666353 0.654 0.359 0.544
C 5.580891 -0.334704 -4.470901 -1.669 -0.075 0.473
C 4.731125 0.300817 -3.317529 1.060 -0.577 -0.433
H 4.820876 0.852817 1.708599 -0.025 -0.078 -0.063
H 5.751050 -0.480577 1.043309 -0.243 0.224 0.197
H 4.117475 -0.746318 1.613487 -0.251 -0.124 -0.091
H 4.828916 1.105017 -0.719480 0.005 0.000 0.166
H 3.226385 0.475614 -0.340700 -0.142 0.063 0.193
H 4.180850 -1.929705 -0.788469 0.033 0.326 0.810
H 5.706787 -1.135447 -1.090749 0.066 0.111 -0.178
H 2.289402 -1.535843 -1.758396 -0.139 -0.074 -0.176
H 2.325146 -1.001449 -3.498719 -0.024 -0.102 0.336
H 2.391757 0.174280 -2.162924 -0.031 -0.079 -0.007
H 4.082936 -3.024445 -3.134813 -0.335 0.259 0.493
H 5.703312 -2.363111 -2.855723 -0.335 0.230 0.338
H 3.825761 -1.616623 -5.099709 0.453 0.300 -0.264
H 5.435049 -2.395909 -5.227022 -0.153 -0.102 -0.127
H 5.570730 0.292833 -5.360038 0.026 0.054 0.086
H 6.608355 -0.453938 -4.132806 0.001 -0.291 -0.157
H 3.924230 0.898977 -3.735198 -0.197 -0.182 0.281
H 5.360687 0.916920 -2.675604 -0.298 -0.106 0.070
C -1.908889 -3.878576 -0.611196 0.375 0.470 -0.169
C -0.448970 -4.038541 -0.074413 -2.046 -0.490 -1.190
C -0.659037 -4.087229 1.393618 1.239 -0.005 0.845
N 0.622760 -4.401647 2.149438 0.708 0.165 0.160
C 1.320108 -5.575153 1.569792 -0.002 -0.413 -0.200
C 0.277873 -4.626152 3.607342 0.235 0.651 0.291
C 0.172650 -3.184475 4.205896 0.005 -0.961 -1.288
C 1.212633 -2.401640 3.369554 -0.397 0.743 0.800
C 1.547292 -3.158699 2.099071 -0.379 -0.633 0.162
H -2.373756 -3.005901 -0.136132 0.066 -0.045 -0.215
H -2.569538 -4.734077 -0.434835 0.415 -0.049 0.135
H -1.888272 -3.714573 -1.680312 -0.101 0.084 -0.241
H 0.173866 -3.232359 -0.449768 -0.013 0.233 0.217
H -0.090272 -4.979259 -0.487650 0.186 -0.045 0.174
H -1.385812 -4.862969 1.648504 0.140 0.085 0.050
H -0.971968 -3.118394 1.791534 -0.177 -0.089 -0.169
H 2.091330 -5.933543 2.236124 0.107 0.096 0.322
H 1.788823 -5.312529 0.633630 0.038 0.206 -0.208
H 0.628250 -6.386760 1.375045 -0.238 -0.061 0.125
H 1.084297 -5.215326 4.062261 -0.142 0.307 -0.099
H -0.625270 -5.227936 3.610384 -0.104 0.034 0.281
H 0.390400 -3.139740 5.270443 -0.103 -0.171 -0.083
H -0.812209 -2.758921 4.011771 -0.116 -0.219 0.260
H 2.061516 -2.283276 4.037854 0.387 0.208 -0.444
H 0.789065 -1.424813 3.134666 0.296 0.107 -0.026
H 2.600490 -3.451063 2.084385 -0.277 -0.436 0.039
H 1.333184 -2.654370 1.149524 -0.063 0.163 0.472
```
Forces are in eV/Å.

Net charge ... +4
Gap between HOMO and LUMO ... 9.49 eV

Atom charges from the Mulliken analysis, given in e for atoms 1 to 99:
1 Br -0.605
2 C -1.461
3 C 0.053
4 C -1.009
5 N 0.408
6 C -0.809
7 C -0.792
8 C -0.194
9 C -0.316
10 C -0.863
11 H 0.376
12 H 0.412
13 H 0.354
14 H 0.209
15 H 0.273
16 H 0.573
17 H 0.536
18 H 0.542
19 H -0.367
20 H 0.390
21 H 0.391
22 H 0.459
23 H -0.282
24 H 0.588
25 H -0.169
26 H 0.699
27 H 0.439
28 H 0.484
29 C -1.368
30 C -0.412
31 C 0.138
32 N 0.608
33 C -1.102
34 C -0.518
35 C -0.764
36 C -0.641
37 C -0.259
38 H 0.146
39 H 0.562
40 H 0.240
41 H 0.555
42 H 0.325
43 H -0.863
44 H 0.427
45 H 0.555
46 H 0.568
47 H 0.111
48 H 0.466
49 H 0.300
50 H 0.355
51 H 0.377
52 H 0.517
53 H 0.208
54 H 0.568
55 H -0.064
56 C -1.457
57 C 0.430
58 C -1.022
59 N 0.445
60 C -1.172
61 C -0.392
62 C 0.150
63 C -0.726
64 C -0.583
65 H 0.384
66 H 0.384
67 H 0.397
68 H -0.020
69 H 0.145
70 H 0.523
71 H 0.492
72 H 0.431
73 H 0.036
74 H 0.614
75 H 0.012
76 H 0.361
77 H -0.417
78 H 0.434
79 H 0.401
80 H 0.327
81 H 0.328
82 H 0.397
83 C -1.490
84 C 1.131
85 C -1.328
86 N 0.607
87 C -1.581
88 C -0.594
89 C -0.539
90 C -0.747
91 C -0.288
92 H 0.359
93 H 0.435
94 H 0.190
95 H 0.238
96 H -0.330
97 H 0.463
98 H 0.465
99 H 0.413

# 3
Formula: C2H10CdF6NO9S2
Source: the Open Molecules 2025 dataset
Level of theory: ωB97M-V with the def2-TZVPD basis set

Geometry as XYZ:
```
31
Properties=species:S:1:pos:R:3:forces:R:3
Cd -0.413116 -0.520061 -0.954791 -0.297 -1.059 -1.142
C -1.498020 1.758842 2.462739 -0.115 2.115 -1.353
F -2.408619 2.182817 1.525720 1.517 -1.100 0.170
F -0.416516 2.552867 2.415771 -0.578 -0.597 -0.216
F -2.095638 1.877460 3.588171 0.080 -0.735 1.034
S -0.925677 -0.048410 2.214427 -4.931 -2.043 3.701
O -0.458578 -0.500345 3.521206 0.717 1.034 -2.650
O -2.138722 -0.770687 1.848314 2.040 1.334 -1.319
N 0.248343 0.099010 0.859504 0.257 0.515 4.985
S 1.588804 0.079920 1.662069 3.342 0.585 1.130
O 1.679335 0.764186 2.936046 0.082 -0.886 -1.686
O 2.136852 -1.326070 1.673823 -1.055 0.949 0.155
C 2.805021 0.955866 0.580088 2.192 3.307 4.130
F 2.452332 2.258802 0.486219 -0.277 -1.096 0.019
F 4.029742 0.906661 1.177279 -1.717 -0.121 0.145
F 2.962249 0.460749 -0.547481 -0.276 -1.791 -4.328
O -0.811442 -1.215134 -3.080101 -0.216 -0.219 -0.418
H -0.336787 -0.668663 -3.706436 0.106 0.307 -0.481
H -0.676181 -2.110056 -3.391641 -0.319 -0.520 -0.272
O -2.270780 0.308811 -1.036362 -2.178 1.213 -0.316
H -2.522985 1.228691 -0.956196 -0.158 0.535 0.266
H -3.061572 -0.130446 -1.349316 -0.442 -0.348 -0.136
O -1.271900 -2.310325 -0.290781 -0.240 -1.726 0.195
H -2.114177 -2.762245 -0.341502 -0.570 -0.078 -0.037
H -0.764306 -2.819033 0.341508 0.200 -0.387 0.394
O 0.350838 1.135542 -1.986584 0.492 1.705 -1.142
H 1.144775 1.670152 -1.977780 0.523 0.241 0.053
H -0.280687 1.651946 -2.487318 -0.319 0.420 -0.320
O 1.405838 -1.411174 -1.512098 1.689 -1.195 -0.487
H 1.322750 -2.102373 -2.169045 0.024 -0.428 -0.214
H 2.338821 -1.197301 -1.505452 0.427 0.069 0.139
```
Forces are in eV/Å.

Net charge ... +2
Gap between HOMO and LUMO (spin up / spin down) ... 11.45 / 5.94 eV
2S+1 ... 2

In the natural (NBO) picture, each atom carries the following charge in e:
1 Cd 1.777
2 C 0.805
3 F -0.312
4 F -0.294
5 F -0.234
6 S 2.025
7 O -0.777
8 O -0.844
9 N -1.168
10 S 2.092
11 O -0.659
12 O -0.508
13 C 0.754
14 F -0.292
15 F -0.274
16 F -0.287
17 O -0.984
18 H 0.509
19 H 0.511
20 O -1.014
21 H 0.528
22 H 0.532
23 O -1.012
24 H 0.535
25 H 0.521
26 O -1.011
27 H 0.529
28 H 0.518
29 O -1.007
30 H 0.516
31 H 0.527

For reference, relative energy (zero: lowest compared OMol25 entry of this formula, charge and spin) by record: 1.557; 1.760; 0.165 eV.
For reference, energy by record: -345.74775; -4424.58945; -2376.61653 hartree.